*P*
Here is 2 unconnected molecules or ions with the total composition C4H12O2 from the OMol25 dataset. Energies are from the ωB97M-V functional and the def2-TZVPD basis.

```
! wB97M-V def2-TZVPD RIJCOSX def2/J DEFGRID3
* xyz 0 1
O -0.147 -0.770 -0.185
O -3.040 -2.330 0.222
C 2.910 0.509 0.335
C -0.874 1.529 -0.454
C 0.174 0.621 0.195
C 1.579 0.917 -0.265
H 0.036 0.795 1.221
H -0.393 2.571 -0.434
H -0.924 1.363 -1.632
H -2.721 -3.251 0.130
H -1.966 1.530 0.135
H -2.997 -2.267 1.221
H 2.997 -0.507 -0.162
H 1.514 0.542 -1.256
H -0.850 -1.199 0.294
H 3.771 1.176 0.229
H 1.576 2.071 -0.347
H 2.726 0.514 1.436
*
```

SMILES	CC[C@@H](C)O.O
LUMO	0.5639	eV
HOMO energy	-0.367	Ha
Kohn-Sham gap	10.554	eV

=====

*Q*
Here is 3 unconnected molecules or ions with the total composition C4H12O2 from the OMol25 dataset. Energies are from the ωB97M-V functional and the def2-TZVPD basis.

```
! wB97M-V def2-TZVPD RIJCOSX def2/J DEFGRID3
* xyz 0 1
O 6.311 -0.200 -2.458
O -0.858 -2.996 6.212
C -2.236 1.246 -1.462
C -1.261 0.677 -0.770
C -2.007 1.870 -2.832
C -1.473 0.139 0.618
H -0.780 -0.645 0.907
H 6.071 -0.105 -3.385
H -2.473 -0.255 0.786
H -1.503 2.827 -2.751
H -0.043 -2.629 5.859
H -2.924 2.032 -3.395
H -3.275 1.197 -1.159
H -1.406 0.948 1.371
H -0.972 -3.923 6.001
H 6.902 0.546 -2.303
H -1.390 1.223 -3.460
H -0.235 0.777 -1.121
*
```

SMILES	C/C=C/C.O.O
LUMO	0.9609	eV
HOMO energy	-0.335	Ha
Kohn-Sham gap	10.090	eV

=====

Most stable: *Q*

=====

*P*
Here is 2 unconnected molecules or ions with the total composition C5H12O from the OMol25 dataset. Energies are from the ωB97M-V functional and the def2-TZVPD basis.

```
! wB97M-V def2-TZVPD RIJCOSX def2/J DEFGRID3
* xyz 0 1
O -0.554 0.640 2.797
C -0.251 -1.411 -0.281
C -0.919 -2.222 -1.089
C 0.644 1.974 -0.046
C 0.806 -0.463 -0.874
C 0.276 0.949 -1.102
H -0.805 0.950 -1.277
H -1.757 -2.824 -0.766
H -0.823 -0.280 2.859
H 0.577 1.668 1.008
H -0.634 -2.240 -2.134
H -0.526 -1.160 0.737
H 1.751 -0.463 -0.329
H 1.023 -0.948 -1.831
H 1.610 2.455 -0.175
H -0.320 0.817 1.873
H 0.594 1.322 -2.080
H -0.069 2.808 0.000
*
```

SMILES	C=CCCC.O
LUMO	1.0020	eV
HOMO energy	-0.366	Ha
Kohn-Sham gap	10.949	eV

=====

*Q*
Here is 2 unconnected molecules or ions with the total composition C5H12O from the OMol25 dataset. Energies are from the ωB97M-V functional and the def2-TZVPD basis.

```
! wB97M-V def2-TZVPD RIJCOSX def2/J DEFGRID3
* xyz 0 1
O -2.882 0.205 1.095
C -0.678 -0.187 0.325
C 0.505 0.797 -1.636
C -1.722 0.863 0.648
C 2.067 -1.441 0.147
C 0.430 0.592 -0.328
H -0.179 0.288 -2.314
H -0.402 -0.725 1.245
H 1.752 -2.450 -0.109
H 3.129 -1.265 -0.005
H -1.894 1.451 -0.268
H 1.287 1.407 -2.074
H -1.116 -0.925 -0.360
H 1.833 -1.264 1.209
H -3.566 0.870 1.219
H 1.566 -0.779 -0.547
H -1.312 1.552 1.409
H 1.182 1.011 0.344
*
```

SMILES	C=CCCO.C
LUMO	0.9323	eV
HOMO energy	-0.341	Ha
Kohn-Sham gap	10.204	eV

=====

Most stable: *P*

=====

*P*
Here is 11 unconnected molecules or ions with the total composition BF4H20O10 from the OMol25 dataset. Energies are from the ωB97M-V functional and the def2-TZVPD basis.

```
! wB97M-V def2-TZVPD RIJCOSX def2/J DEFGRID3
* xyz -1 1
F -0.357 -0.467 -0.961
F -0.726 -0.985 1.239
F -0.451 1.197 0.589
F 1.368 -0.162 0.531
O -2.482 0.380 2.922
O -1.254 -3.605 0.197
O 1.201 -0.332 3.249
O 2.117 -0.373 -2.756
O 0.423 -3.260 -2.173
O 1.359 2.239 -1.498
O 4.098 -0.847 0.577
O -0.395 3.765 -0.270
O -2.523 3.136 1.549
O -2.594 0.745 -2.466
B -0.046 -0.117 0.355
H -2.181 0.088 -3.034
H -1.938 -0.151 2.322
H -1.762 3.307 0.961
H -0.903 -2.802 0.613
H -2.039 0.291 3.771
H 1.211 -0.715 2.359
H -0.161 -3.303 -1.395
H 0.718 0.493 3.140
H -2.183 -3.608 0.443
H 0.718 -4.166 -2.296
H 4.145 -1.100 -0.350
H 0.980 1.679 -2.184
H 2.315 -1.169 -3.258
H -2.164 0.614 -1.613
H 1.244 1.738 -0.681
H 3.157 -0.670 0.722
H 0.284 3.724 0.411
H -2.434 2.198 1.767
H 1.564 -0.691 -2.029
H -0.311 2.928 -0.755
*
```

LUMO	2.5293	eV
HOMO energy	-0.271	Ha
Kohn-Sham gap	9.915	eV

=====

*Q*
Here is 11 unconnected molecules or ions with the total composition BF4H20O10 from the OMol25 dataset. Energies are from the ωB97M-V functional and the def2-TZVPD basis.

```
! wB97M-V def2-TZVPD RIJCOSX def2/J DEFGRID3
* xyz -1 1
F 0.901 -0.699 0.310
F -0.435 1.234 0.080
F -1.216 -0.806 -0.566
F -0.929 -0.359 1.650
O 1.145 -2.891 -2.027
O -1.865 2.899 -1.793
O 2.688 1.499 1.097
O -1.581 -3.086 1.817
O 3.419 -0.527 -2.083
O 1.265 4.135 0.151
O -3.711 -2.171 -0.730
O -1.845 2.405 2.269
O 0.722 1.164 -2.536
O 1.398 -2.188 2.750
B -0.381 -0.157 0.367
H 0.895 -3.053 -1.109
H -2.864 -1.775 -0.469
H 0.623 -2.766 2.758
H 0.029 0.947 -1.901
H 2.465 -0.507 -1.914
H 1.426 -1.846 1.845
H 0.827 0.361 -3.058
H -4.189 -1.449 -1.151
H -1.665 -2.235 1.362
H 2.160 3.800 0.273
H -1.242 2.262 -1.409
H -2.259 3.328 -1.027
H -2.469 -3.281 2.133
H 3.501 -0.882 -2.975
H 2.107 -2.960 -2.033
H -1.578 1.601 1.788
H 0.704 3.437 0.511
H -2.639 2.149 2.748
H 2.401 1.723 1.989
H 2.195 0.692 0.884
*
```

LUMO	2.6890	eV
HOMO energy	-0.294	Ha
Kohn-Sham gap	10.699	eV

=====

Most stable: *P*